Record 1
85
Properties=species:S:1:pos:R:3:forces:R:3:lowdin_charge:R:1 method="wB97M-V/def2-TZVPD" spin_multiplicity=5 s_squared=6.02 total_energy_ev=-68887.9538 orbital_gap_ev="5.982 / 4.164" charge=+2 e_homo_ev="-11.937 / -13.468" lumo_energy_ev="-5.95 / -9.30" de_lowest_kcal_mol=0.0 fmax_ha_per_bohr=0.0885
Pt 1.25591 0.19190 0.89301 -0.21 -0.25 0.51 0.783
C 1.76734 -2.03403 1.69833 0.31 0.24 1.32 -0.242
C 2.03569 -0.84424 2.53098 -0.66 -1.23 0.43 -0.376
C -0.13766 -1.61241 2.93272 -0.48 0.90 0.68 -0.137
C 0.47200 -2.51747 2.03403 0.48 -0.76 -0.79 -0.144
C 0.75846 -0.54112 3.19772 0.67 -0.96 0.28 -0.237
C 2.76620 -2.73072 0.86103 0.15 0.02 -0.44 -0.014
H 3.58117 -2.04772 0.59831 -0.06 -0.25 0.04 0.083
H 2.30438 -3.09226 -0.07037 0.13 0.03 0.28 0.099
H 3.19471 -3.60502 1.37546 -0.12 0.20 -0.04 0.124
C -0.09982 -3.79176 1.54724 0.00 -0.31 -0.16 0.014
H 0.68352 -4.48245 1.21234 -0.18 0.18 0.06 0.102
H -0.77422 -3.60577 0.69705 0.17 0.01 0.09 0.095
H -0.69592 -4.30207 2.31529 0.17 0.17 -0.08 0.079
C -1.47333 -1.76545 3.55599 -0.26 0.05 0.23 0.019
H -1.70912 -2.81565 3.78147 0.16 0.25 -0.08 0.081
H -2.26495 -1.40485 2.87858 0.21 0.00 0.09 0.103
H -1.55069 -1.19071 4.48818 0.02 -0.13 -0.27 0.102
C 0.54194 0.56607 4.15038 -0.10 0.45 0.01 -0.013
H 0.59533 0.21917 5.19469 0.00 0.04 -0.25 0.124
H -0.44939 1.02272 4.00400 0.25 -0.18 0.11 0.097
H 1.30177 1.34175 4.00508 -0.16 -0.11 0.16 0.085
C 3.37571 -0.34767 2.93704 0.06 0.25 -0.19 -0.012
H 3.74126 -0.90115 3.80850 0.02 0.06 -0.06 0.120
H 3.32261 0.71365 3.19233 0.13 -0.10 0.08 0.087
H 4.08779 -0.46931 2.11748 0.05 0.00 0.18 0.087
C 2.10882 2.93419 -4.34406 0.21 -0.39 -0.40 -0.125
C 3.38980 2.73606 -4.00860 -0.03 -0.24 -0.73 -0.150
C 4.36429 3.77935 -3.55685 0.19 0.32 -0.19 -0.170
C 3.73752 5.02738 -2.89662 0.53 -0.03 -0.21 -0.179
C 2.64830 4.75807 -1.89596 -0.32 0.19 0.32 -0.100
C 1.33569 4.84087 -2.15671 0.34 0.50 0.26 -0.163
C 0.71118 4.93247 -3.51724 -0.17 0.37 -0.28 -0.181
C 1.49270 4.26567 -4.66942 -0.44 0.32 0.03 -0.181
H 4.96473 4.10254 -4.42470 -0.04 -0.06 0.30 0.130
H 3.38512 5.71532 -3.67704 0.11 -0.15 0.44 0.110
H 5.07976 3.32813 -2.85262 -0.19 -0.03 -0.20 0.115
H 2.24844 4.96078 -5.05921 -0.26 -0.38 0.05 0.112
H 1.44848 2.07450 -4.55151 0.55 0.20 -0.12 0.112
H 3.85344 1.75394 -4.20030 -0.44 0.29 0.46 0.113
H 0.76762 4.08947 -5.48684 0.42 0.17 0.27 0.125
H -0.29657 4.48845 -3.47691 0.22 0.13 0.10 0.110
H 0.61564 4.99448 -1.34240 0.30 -0.48 -0.23 0.088
H 0.55630 5.99657 -3.76825 -0.09 -0.31 0.03 0.131
H 4.55324 5.54526 -2.35678 -0.40 -0.11 -0.30 0.126
H 3.00901 4.58863 -0.86847 -0.37 0.30 -0.32 0.105
P 1.12618 0.22052 -1.34093 -0.10 0.18 -0.21 0.666
C 0.21674 -1.01505 -2.25884 -0.31 -0.29 -0.53 -0.220
C 2.81948 0.39583 -1.90942 0.27 -0.17 -0.28 -0.225
P 0.04981 2.03887 0.42920 -0.04 0.15 -0.37 0.678
C 0.23443 1.83209 -1.39986 -0.34 -0.07 -0.10 -0.425
C 0.88319 3.51474 1.04502 0.02 0.50 0.14 -0.224
C -1.70961 2.06163 0.81652 -0.44 0.27 0.01 -0.221
H -0.69299 -1.30716 -1.70235 0.46 0.22 -0.22 0.029
H 0.85603 -1.89826 -2.39408 -0.19 0.19 0.03 0.061
H -0.05922 -0.61776 -3.24628 0.04 -0.21 0.16 0.068
H 2.86946 1.11421 -2.72491 0.02 -0.09 0.06 -0.007
H 3.18872 -0.57738 -2.25518 -0.05 0.15 0.11 0.071
H 3.45493 0.75048 -1.08746 -0.18 -0.07 -0.22 0.054
H -2.20080 2.87509 0.26493 0.01 -0.16 0.16 0.070
H -1.83967 2.23318 1.89357 0.01 -0.04 -0.26 0.055
H -2.18381 1.10304 0.54773 0.33 0.32 0.05 0.039
H -0.73598 1.75197 -1.90527 0.16 0.08 0.02 0.078
H 0.82290 2.62912 -1.86473 0.02 -0.06 0.02 0.022
H 0.37980 3.83626 1.96678 0.14 -0.05 -0.18 0.066
H 0.87568 4.33070 0.31865 -0.05 -0.11 0.28 0.018
H 1.92544 3.26381 1.28433 -0.32 0.09 -0.11 0.049
O -4.16366 -0.98690 -0.79239 -0.52 1.13 -0.72 0.331
C -3.41265 -1.77267 -0.17131 3.04 -2.68 2.07 -0.489
O -2.17227 -1.70396 0.04202 -2.41 0.80 -0.83 0.025
C -4.16132 -2.97544 0.41601 -1.53 -0.94 0.26 -0.070
C -3.60121 -3.67948 1.48642 0.26 -0.20 0.47 0.078
C -4.25293 -4.77477 2.09279 -0.57 1.31 -1.78 -0.087
C -5.50510 -5.20253 1.62937 0.26 0.39 -0.19 0.135
C -6.08944 -4.50364 0.56179 2.15 0.86 0.59 -0.091
C -5.42917 -3.40051 -0.03720 -0.40 -0.26 0.13 0.109
N -7.37985 -4.92905 0.08695 -3.26 -1.22 -1.11 -0.309
O -7.91932 -5.90536 0.65083 1.44 2.03 -0.94 0.102
O -7.90114 -4.31073 -0.86161 1.38 -0.86 1.78 0.096
N -3.61830 -5.45866 3.19237 0.85 -2.15 2.61 -0.286
O -2.50549 -5.05415 3.60733 -1.97 -0.37 -1.04 0.041
O -4.20970 -6.43803 3.69360 1.18 2.36 -1.37 0.122
H -2.63318 -3.37626 1.86369 -0.24 -0.11 -0.03 0.071
H -6.00112 -6.04959 2.08664 -0.04 0.08 -0.07 0.143
H -5.92907 -2.87980 -0.85112 0.01 -0.20 0.12 0.137

Record 2
84
Properties=species:S:1:pos:R:3:forces:R:3:lowdin_charge:R:1 method="wB97M-V/def2-TZVPD" spin_multiplicity=1 total_energy_ev=-289694.9006 orbital_gap_ev="6.013 / 5.503" charge=+1 e_homo_ev="-10.427 / -10.428" lumo_energy_ev="-4.41 / -4.92" de_lowest_kcal_mol=16.2 fmax_ha_per_bohr=0.0232
Pd -0.67050 -0.46887 1.34539 -0.19 -0.62 -0.25 0.053
C -3.75482 1.87046 0.56476 -0.07 -0.44 -0.11 -0.265
As -1.84999 1.53123 0.64870 0.69 0.49 0.79 1.083
C -1.27084 2.52708 -0.91813 0.01 -0.24 -0.13 -0.273
C -1.47684 2.80691 2.09335 0.11 0.02 0.02 -0.344
C -0.05924 2.91953 2.70968 0.06 -0.05 -0.06 -0.669
C -0.01419 2.07959 3.99378 0.16 0.20 -0.05 -0.086
C 1.06853 2.51081 1.72374 0.02 -0.02 0.26 -0.355
As 1.49404 0.59796 1.58219 -0.40 1.08 -0.29 1.072
C 2.64844 0.63176 0.02981 0.02 -0.10 0.02 -0.279
C 2.83345 0.40218 2.96972 -0.09 -0.37 0.01 -0.262
C 0.19253 4.38833 3.10935 -0.06 -0.03 -0.08 -0.363
As 0.16225 5.69311 1.61200 -0.05 -0.02 0.02 1.111
C 2.07510 6.09526 1.51648 0.06 0.07 0.00 -0.342
C -0.34879 7.23562 2.70150 0.04 0.05 0.04 -0.340
H -3.89062 2.94453 0.47435 0.02 0.11 0.00 0.044
H -4.25230 1.50761 1.45982 0.02 -0.03 0.06 0.035
H -4.18423 1.37706 -0.30311 -0.04 -0.03 -0.04 0.034
H -1.25464 3.58757 -0.67510 0.01 0.06 0.04 0.020
H -1.98853 2.35227 -1.71789 0.01 0.00 -0.05 0.032
H -0.28622 2.20606 -1.25166 0.01 -0.01 0.01 0.020
H -2.18832 2.56086 2.88182 -0.08 -0.03 0.06 0.078
H -1.78679 3.76836 1.68835 -0.04 0.13 -0.09 0.034
H -0.22206 1.03028 3.79348 -0.07 -0.22 -0.02 0.039
H -0.75562 2.43874 4.71177 0.04 0.00 -0.06 0.094
H 0.96751 2.15265 4.46610 -0.01 0.00 0.03 0.084
H 1.99017 3.02055 2.01152 0.07 -0.01 0.00 0.074
H 0.82615 2.84373 0.71425 0.04 0.08 -0.07 0.046
H 3.39451 1.41478 0.15148 0.01 0.05 0.02 0.040
H 2.06338 0.79432 -0.86908 -0.07 0.00 -0.04 0.014
H 3.15592 -0.32642 -0.05537 0.02 -0.05 -0.04 0.031
H 3.51673 1.24320 2.88617 0.03 0.08 0.01 0.042
H 3.38183 -0.52191 2.80081 0.03 -0.04 0.00 0.035
H 2.39309 0.37112 3.95911 -0.07 0.02 0.07 0.023
H 1.15832 4.46903 3.61717 -0.05 -0.01 0.03 0.082
H -0.57386 4.70317 3.82195 -0.04 0.02 -0.01 0.081
H 2.62248 5.28073 1.04363 -0.02 -0.01 0.00 0.008
H 2.49037 6.28861 2.50716 -0.03 -0.03 -0.03 0.028
H 2.20106 6.98727 0.90236 0.03 -0.02 0.01 0.022
H -1.35866 7.09694 3.08549 -0.01 -0.01 -0.02 0.019
H -0.33366 8.13929 2.09354 0.01 -0.03 -0.01 0.021
H 0.33881 7.35916 3.53962 -0.03 -0.01 -0.02 0.030
Se -1.86150 -2.50076 1.56370 -0.07 0.03 0.22 0.803
C -2.53455 -2.56418 3.33964 -0.13 0.16 0.08 -0.626
C -2.93911 -3.79742 3.85013 -0.03 -0.03 -0.10 -0.129
C -3.39686 -3.88837 5.15690 0.03 0.02 0.00 -0.069
C -3.46115 -2.75298 5.95236 0.01 0.01 0.06 -0.066
C -3.08056 -1.51580 5.44044 -0.03 -0.01 -0.04 -0.072
C -2.61987 -1.41672 4.13821 -0.10 -0.48 0.09 -0.137
H -2.89100 -4.68027 3.22182 -0.02 0.04 0.06 0.099
H -3.71093 -4.84544 5.55211 0.03 0.00 -0.01 0.112
H -3.80941 -2.82761 6.97669 0.00 0.00 -0.10 0.112
H -3.14825 -0.63094 6.06382 0.02 -0.05 -0.07 0.110
H -2.33606 -0.46845 3.72588 0.17 0.35 -0.11 0.057
C -6.07538 -5.24389 -1.46240 0.19 -0.07 0.02 -0.047
C -4.62583 -5.58069 -1.72122 -0.09 0.02 0.00 -0.273
C -4.23030 -6.26668 -2.86471 -0.01 -0.02 -0.03 -0.035
C -2.89302 -6.53560 -3.12175 -0.07 -0.02 -0.10 -0.020
C -1.91330 -6.12692 -2.22743 0.16 -0.06 0.13 -0.268
N -0.56098 -6.42012 -2.54151 -0.21 0.15 -0.09 0.145
C 0.62643 -5.97937 -2.02107 0.22 0.00 0.06 -0.509
O 1.62978 -6.66307 -2.07050 -0.20 0.11 0.03 0.083
N 0.69368 -4.72178 -1.40532 -0.24 0.07 -0.02 0.140
C 0.12287 -3.49142 -1.75116 0.14 -0.16 -0.03 -0.223
C -0.83981 -3.30456 -2.73462 -0.07 -0.06 -0.16 0.005
C -1.34897 -2.03236 -2.92984 -0.01 0.04 -0.07 -0.035
C -0.88150 -0.98169 -2.16240 0.09 0.05 0.07 -0.168
N 0.09166 -1.12580 -1.25788 -0.08 -0.31 -0.24 0.010
C 0.57635 -2.35233 -1.07933 -0.03 0.11 -0.03 -0.138
C -2.29390 -5.48585 -1.05612 -0.07 0.00 0.12 -0.041
C -3.63282 -5.21227 -0.81772 0.06 -0.04 -0.03 -0.043
H -6.72280 -5.67839 -2.22272 0.00 0.00 0.02 0.076
H -6.22607 -4.16296 -1.46615 -0.02 0.00 -0.01 0.080
H -6.39600 -5.61526 -0.48717 0.00 0.00 -0.03 0.082
H -4.98138 -6.60058 -3.57291 0.05 0.03 0.02 0.115
H -2.61053 -7.07478 -4.02111 -0.02 0.08 0.04 0.119
H -0.41741 -7.25637 -3.08203 0.04 -0.14 -0.04 0.153
H 1.55817 -4.66216 -0.89266 0.14 0.05 -0.01 0.144
H -1.17317 -4.12542 -3.35386 0.00 0.09 0.05 0.114
H -2.09460 -1.85474 -3.69461 0.01 -0.03 0.06 0.115
H -1.27438 0.01896 -2.29481 -0.01 0.02 -0.01 0.084
H 1.39614 -2.44761 -0.37591 0.02 -0.04 0.16 0.105
H -1.54597 -5.21719 -0.32396 -0.01 0.05 0.04 0.092
H -3.90920 -4.71228 0.10414 0.02 0.03 -0.01 0.095